Density functional theory data (ωB97M-V with the def2-TZVPD basis set) for an isolated molecule of C4H6N2O.

Atoms and positions in Å:
C -0.43987 1.55833 -0.30003
N -1.39866 1.04408 0.11342
O -1.36720 -0.22312 0.57361
C -0.77795 -0.93756 -0.35099
C 0.62842 -0.41010 -0.58694
C 1.24149 0.06729 0.68433
N 0.89392 0.99863 -0.20392
H -0.60350 2.52993 -0.43384
H -0.51703 -1.84494 0.45444
H -1.51802 -1.50228 -1.14087
H 1.07626 -1.03597 -1.33706
H 2.30351 -0.18151 0.92598
H 0.47862 -0.06280 1.60185

Summary:
- Molar mass: 98.11 g mol⁻¹
- ΔE to the lowest compared entry with this formula, charge and spin: 719.8 kJ/mol
- Orbital gap: 10.0 eV
- HOMO level: -0.3293 Eh
- SMILES: C1=NOC[C@@H]2CN12
- Lowest unoccupied orbital energy: 0.03706 Ha



Density functional theory data (ωB97M-V with the def2-TZVPD basis set) for an isolated molecule of C4H6N2O.

Atoms and positions in Å:
C -0.46610 -0.13542 -2.16400
C -1.40984 -0.56938 1.20497
C -0.94602 -0.56757 -1.08811
C 0.71239 -0.16457 0.68389
N -1.65438 -0.95236 -0.20460
N 1.81930 0.60550 0.86089
O -0.35957 0.27843 1.44318
H -1.01202 0.54586 -2.86609
H 0.57402 -0.31794 -2.45792
H -1.24834 -1.50696 1.86364
H -2.37906 -0.26445 1.55648
H 2.62961 0.22848 0.36228
H 1.97981 1.32122 1.61634

Summary:
- Molar mass: 98.10 g mol⁻¹
- ΔE to the lowest compared entry with this formula, charge and spin: 441.4 kJ/mol
- Orbital gap: 9.1 eV
- HOMO level: -0.2992 Eh
- Lowest unoccupied orbital energy: 0.03397 Ha



Density functional theory data (ωB97M-V with the def2-TZVPD basis set) for a cluster of 2 separate species, C4H6N2O in total.

Atoms and positions in Å:
C 0.03784 -0.56293 -1.98059
O -0.74644 -0.71876 -1.00333
C -0.60007 0.01789 0.14280
C -1.49030 0.08766 1.21508
N -0.90498 0.84321 2.14989
C 0.29350 1.17774 1.60346
N 0.52847 0.72900 0.37497
H -0.02586 -1.30262 -2.77057
H 1.88260 -1.26308 -0.86321
H 0.70847 0.29020 -1.99197
H -2.48579 -0.32556 1.31901
H 1.03379 1.75134 2.15062
H 1.76878 -0.72408 -0.34613

Summary:
- Molar mass: 98.10 g mol⁻¹
- ΔE to the lowest compared entry with this formula, charge and spin: 460.7 kJ/mol
- Orbital gap (spin up / spin down): 6.7 / 6.9 eV
- HOMO level (spin up / spin down): -0.3020 / -0.3039 Eh
- Lowest unoccupied orbital energy (spin up / spin down): -0.05481 / -0.05025 Ha



Density functional theory data (ωB97M-V with the def2-TZVPD basis set) for an isolated molecule of C4H6N2O.

Atoms and positions in Å:
C -1.96952 -0.09101 1.94009
C -0.59780 -0.01926 0.12684
C 0.15734 0.83928 -0.52032
N 1.37899 0.45248 -1.11332
C 1.61250 -0.85269 -1.27784
O 2.73933 -0.98055 -1.99911
N -1.49461 -0.64001 0.67766
H -1.19205 0.42401 2.51933
H -2.48483 -0.84761 2.52728
H -2.69956 0.65720 1.61480
H -0.26154 1.81243 -0.75369
H 1.92071 1.16771 -1.58832
H 2.85417 -1.92963 -2.12454

Summary:
- Molar mass: 98.10 g mol⁻¹
- ΔE to the lowest compared entry with this formula, charge and spin: 402.5 kJ/mol
- Orbital gap: 9.0 eV
- HOMO level: -0.2950 Eh
- Lowest unoccupied orbital energy: 0.03436 Ha



Density functional theory data (ωB97M-V with the def2-TZVPD basis set) for an isolated molecule of C4H6N2O.

Atoms and positions in Å:
C -1.55168 -0.90297 0.10463
N -0.36965 -0.21887 -0.18969
N 0.92894 -0.93041 0.09242
C 1.82730 0.15569 0.00458
C 1.13569 1.35446 0.13238
C -0.36173 1.10201 -0.10162
O -1.28057 1.82201 -0.02423
H -2.02764 -1.62239 -0.75594
H -2.38827 -0.03601 0.43195
H -1.23788 -1.56284 0.97916
H 1.01269 -1.69877 -0.62382
H 2.96980 0.06122 -0.07924
H 1.34300 2.47688 0.02943

Summary:
- Molar mass: 98.11 g mol⁻¹
- ΔE to the lowest compared entry with this formula, charge and spin: 316.0 kJ/mol
- Orbital gap: 9.9 eV
- HOMO level: -0.3356 Eh
- SMILES: Cn1[nH]ccc1=O
- Lowest unoccupied orbital energy: 0.02941 Ha



Density functional theory data (ωB97M-V with the def2-TZVPD basis set) for an isolated molecule of C4H6N2O.

Atoms and positions in Å:
O 1.38123 2.12279 0.78760
C 0.86285 1.16615 0.26819
N 1.48238 -0.01736 -0.09571
C 0.50690 -1.08812 -0.18236
C -0.69318 -0.27883 -0.65854
C -1.58114 0.33026 0.35367
N -0.47965 1.09569 -0.23589
H 2.44900 -0.17035 0.14090
H 0.34278 -1.56162 0.79839
H 0.77915 -1.86466 -0.89891
H -0.95180 -0.38187 -1.70629
H -2.56735 0.67677 0.04818
H -1.53115 -0.02883 1.38075

Summary:
- Molar mass: 98.10 g mol⁻¹
- ΔE to the lowest compared entry with this formula, charge and spin: 145.0 kJ/mol
- Orbital gap: 10.5 eV
- HOMO level: -0.3544 Eh
- SMILES: O=C1NC[C@H]2CN12
- Lowest unoccupied orbital energy: 0.03252 Ha



| no. | DFT total energy (eV) |
| --- | --- |
| 1 | -9266.042 |
| 2 | -9268.928 |
| 3 | -9268.727 |
| 4 | -9269.330 |
| 5 | -9270.227 |
| 6 | -9271.999 |